This record from OMol25 describes a cluster of 3 separate species, C2H4N3O3 in total in a non-equilibrium geometry. The level of theory is ωB97M-V with the def2-TZVPD basis set.

Last column: Löwdin charge in e.
Cartesian coordinates (Å):
C -1.454 1.140 1.432  -0.44
C -1.023 0.018 -0.694  -0.03
N 1.403 0.439 -1.501  0.13
N -1.528 0.820 0.146  0.06
N 1.981 -0.168 -0.719  -0.42
O 2.983 -0.240 -0.088  -0.04
O -2.414 1.444 2.087  -0.02
O 1.059 -1.873 -0.541  -0.43
H -0.446 1.215 1.797  0.12
H -0.591 -0.997 -0.724  0.04
H -0.961 0.350 -1.670  0.02
H 0.993 -2.147 0.475  0.01

Charge: -1
Energy: -12747.690 eV
Energy relative to the best compared isomer or geometry (same formula, charge and spin): 239.64 kJ/mol
E_HOMO: -4.53 eV
E_LUMO: 3.967 eV